{"formula": "C46H98O23S3", "method": "ωB97M-V/def2-TZVPD", "symbols": ["O", "C", "O", "C", "C", "C", "H", "H", "H", "H", "H", "H", "H", "H", "O", "C", "O", "C", "C", "C", "H", "H", "H", "H", "H", "H", "H", "H", "O", "C", "O", "C", "C", "C", "H", "H", "H", "H", "H", "H", "H", "H", "O", "C", "O", "C", "C", "C", "H", "H", "H", "H", "H", "H", "H", "H", "O", "C", "O", "C", "C", "C", "H", "H", "H", "H", "H", "H", "H", "H", "O", "C", "O", "C", "C", "C", "H", "H", "H", "H", "H", "H", "H", "H", "O", "C", "O", "C", "C", "C", "H", "H", "H", "H", "H", "H", "H", "H", "O", "C", "O", "C", "C", "C", "H", "H", "H", "H", "H", "H", "H", "H", "O", "C", "O", "C", "C", "C", "H", "H", "H", "H", "H", "H", "H", "H", "O", "C", "O", "C", "C", "C", "H", "H", "H", "H", "H", "H", "H", "H", "C", "S", "O", "C", "H", "H", "H", "H", "H", "H", "C", "S", "O", "C", "H", "H", "H", "H", "H", "H", "C", "S", "O", "C", "H", "H", "H", "H", "H", "H"], "positions_angstrom": [[2.4421, -4.6587, 0.4117], [3.4922, -4.0594, 0.3848], [4.7164, -4.5758, -0.0209], [4.7477, -5.9648, -0.3215], [5.8168, -6.1768, -1.4161], [3.6014, -2.6327, 0.7396], [3.8020, -6.3067, -0.7021], [5.0113, -6.4122, 0.6220], [5.3347, -5.9614, -2.3985], [6.1983, -7.2159, -1.3558], [6.6356, -5.4630, -1.3152], [3.1349, -1.9809, -0.0234], [4.6482, -2.3200, 0.8216], [3.0825, -2.5285, 1.7040], [3.6899, -5.4933, -3.6497], [3.5048, -4.3357, -3.5739], [2.3606, -3.7276, -3.2619], [1.4293, -4.7105, -2.7223], [0.3093, -4.0281, -1.9714], [4.5499, -3.3408, -3.9666], [1.9631, -5.4247, -2.0744], [1.0081, -5.2505, -3.5286], [-0.4211, -4.7751, -1.7158], [-0.1174, -3.2307, -2.5957], [0.7111, -3.4782, -1.1528], [5.3781, -3.9438, -4.3764], [4.9180, -2.8968, -3.0519], [4.1350, -2.5874, -4.6428], [4.0030, 1.1648, 4.2045], [3.4327, 2.1324, 3.7865], [3.0893, 2.2868, 2.4835], [3.2951, 1.1519, 1.6080], [4.5810, 1.2020, 0.7477], [3.0530, 3.3134, 4.5826], [2.3881, 1.2282, 0.9831], [3.2027, 0.2642, 2.2098], [5.4961, 1.0766, 1.4095], [4.6124, 2.1687, 0.2795], [4.4163, 0.3840, 0.0563], [3.5491, 3.2607, 5.5767], [1.9839, 3.3265, 4.6544], [3.3396, 4.2731, 4.1747], [-1.8156, -1.4419, -3.2993], [-2.9339, -1.7525, -3.6840], [-3.7769, -2.5626, -3.0108], [-3.5793, -2.7761, -1.5876], [-4.7879, -3.3964, -0.8737], [-3.5434, -1.3667, -4.9819], [-3.4181, -1.7911, -1.0666], [-2.6854, -3.3250, -1.4054], [-4.5210, -3.5641, 0.1845], [-5.1704, -4.3660, -1.2173], [-5.6069, -2.6490, -1.0043], [-4.4821, -0.8197, -4.7215], [-3.8895, -2.2399, -5.4592], [-2.9098, -0.6768, -5.5492], [-1.4666, 4.4851, -4.4617], [-1.5096, 3.3367, -4.7918], [-2.6558, 2.6897, -4.9493], [-3.9247, 3.4036, -4.9693], [-4.5622, 3.3921, -3.5997], [-0.3479, 2.4105, -5.1642], [-4.4542, 2.8968, -5.8022], [-3.7043, 4.4504, -5.2708], [-3.9272, 3.9407, -2.9031], [-4.6587, 2.3811, -3.2903], [-5.5544, 3.7943, -3.7001], [-0.7229, 1.5412, -5.7009], [0.2547, 2.1335, -4.3016], [0.3307, 3.0339, -5.7052], [-0.4631, -4.8186, 5.1310], [0.6471, -4.6529, 5.5341], [1.4600, -3.6581, 5.1060], [1.0239, -2.9220, 3.9142], [1.8848, -1.6971, 3.8136], [1.3640, -5.5508, 6.4871], [-0.0483, -2.6886, 4.0604], [1.1393, -3.5772, 3.0420], [2.9179, -1.8694, 3.7189], [1.6689, -1.0225, 4.6021], [1.5594, -1.0846, 2.9692], [0.7808, -6.2636, 7.0219], [1.8152, -4.8537, 7.2632], [2.2831, -6.0643, 6.1168], [2.4760, -0.4734, -2.2402], [2.3404, -0.1679, -3.3998], [3.1652, 0.6716, -4.0422], [4.0170, 1.5762, -3.2504], [3.1840, 2.7533, -2.8424], [1.2471, -0.8197, -4.2252], [4.8778, 1.8327, -3.8550], [4.3846, 1.0667, -2.3496], [2.3631, 2.3463, -2.2065], [2.7218, 3.1909, -3.7683], [3.8122, 3.4819, -2.3185], [1.3446, -1.8879, -4.1244], [1.3767, -0.5219, -5.2829], [0.2445, -0.4825, -3.9611], [-3.2223, 0.8491, 1.0796], [-4.0512, 0.1872, 1.6524], [-5.4110, 0.3312, 1.5240], [-5.9252, 1.4371, 0.7986], [-5.6493, 1.3181, -0.7146], [-3.7114, -0.9199, 2.5154], [-5.5198, 2.3804, 1.2885], [-6.9481, 1.3714, 0.9231], [-6.1514, 0.4335, -1.1256], [-4.5809, 1.2925, -0.9381], [-5.9786, 2.2445, -1.1826], [-2.8430, -0.6402, 3.1420], [-3.3968, -1.8124, 1.9318], [-4.5981, -1.2051, 3.1074], [2.6402, 6.0417, 2.0903], [3.1785, 5.5667, 1.1360], [2.6538, 4.7724, 0.1643], [1.1869, 4.6912, 0.0765], [0.7177, 4.9394, -1.3248], [4.6873, 5.6568, 1.0203], [0.7341, 5.3908, 0.7701], [0.9956, 3.7128, 0.4366], [1.3123, 4.4205, -2.0856], [0.7820, 6.0411, -1.5143], [-0.2329, 4.4503, -1.4092], [4.9401, 6.6473, 1.3945], [4.9635, 5.5952, -0.0317], [5.1361, 4.8610, 1.6189], [-1.7175, 3.3616, 6.0398], [-2.1013, 3.6135, 4.9104], [-1.8141, 2.8381, 3.8603], [-0.8269, 1.7989, 4.0851], [-0.4081, 1.3737, 2.7635], [-3.0045, 4.7876, 4.6539], [-1.3557, 1.0586, 4.6727], [-0.0668, 2.2472, 4.6900], [-1.2781, 0.9443, 2.2640], [0.3100, 0.5225, 2.7928], [0.0577, 2.1771, 2.1619], [-3.9401, 4.7005, 5.2324], [-3.1598, 4.9917, 3.6201], [-2.5142, 5.6263, 5.1874], [-3.3284, -5.8296, 2.7228], [-2.2732, -5.2527, 1.2830], [-2.1386, -3.7563, 1.3156], [-0.6220, -5.8828, 1.9123], [-2.8213, -5.7558, 3.6688], [-3.5451, -6.9095, 2.5821], [-4.3070, -5.2698, 2.7822], [-0.7606, -6.9473, 2.2419], [-0.3522, -5.1871, 2.7610], [0.1373, -5.7707, 1.1294], [-1.9345, 1.4788, -1.6603], [-0.2364, 1.0092, -1.7244], [0.5773, 2.0487, -0.9173], [-0.2349, -0.5182, -0.5120], [-2.0754, 2.3310, -2.3461], [-2.2634, 1.8126, -0.6740], [-2.5139, 0.6913, -2.1044], [-0.7438, -0.1463, 0.3520], [0.7900, -0.9477, -0.4710], [-0.8800, -1.3050, -0.8068], [-2.2024, 4.2446, 1.0645], [-3.5339, 4.7707, 0.0647], [-4.6555, 5.0812, 1.0323], [-2.6760, 6.4686, -0.2938], [-1.2723, 3.9681, 0.5178], [-2.6708, 3.3702, 1.5390], [-2.0007, 4.9755, 1.8837], [-3.2174, 7.2416, -0.7906], [-1.7758, 6.3067, -0.8037], [-2.4478, 6.8254, 0.7434]], "atomic_forces_ev_per_a": [[0.7356, -0.3689, 0.0098], [0.6613, -0.5759, -0.9591], [-2.0199, 1.1694, 0.3490], [1.3140, 0.0262, -0.7312], [-0.7070, -0.0319, -0.1410], [0.3619, 0.9691, 0.3446], [-0.5180, -0.1565, 0.1904], [-0.0133, -0.7539, 0.1960], [0.5792, -0.5392, 0.7208], [-0.1821, 0.6111, -0.2713], [0.0873, -0.1876, 0.2910], [-0.0471, -0.4482, 0.3003], [-0.2514, -0.0880, 0.1363], [0.1909, 0.2909, -0.4571], [-0.1561, -2.9353, 0.2904], [0.5216, 3.1392, -1.3888], [-0.6366, -1.1975, 1.1314], [-0.3013, 0.3223, 1.0045], [0.6967, 0.9855, -1.3341], [0.5523, -0.5559, 0.0114], [-0.1195, 0.4360, -0.2830], [-0.2145, -0.6896, -1.0357], [-0.4068, -0.0830, 0.3959], [-0.3274, -0.4565, -0.0880], [0.1325, -0.0297, 1.1486], [-0.3604, 0.6319, -0.1970], [0.0551, 0.5270, 0.1869], [0.3174, -0.0881, 0.1370], [0.0721, -0.5885, 0.2533], [0.5692, 0.2506, -1.2292], [0.3475, 0.0105, 0.3569], [-0.7165, 0.6962, -0.5218], [-0.4035, -0.2127, 2.3865], [0.7522, 0.5063, 1.4274], [0.5306, -0.2407, -0.2012], [0.3090, -0.4411, 0.1248], [-1.0438, -0.0617, -0.9691], [0.1263, 0.3051, -0.5527], [0.5634, -0.0316, -0.4233], [-0.6721, -0.2082, -0.5693], [-0.6594, 0.0843, 0.3441], [0.0817, 0.0458, -0.6265], [-1.3923, -0.1303, -0.0589], [1.2524, -0.5074, 0.6882], [-0.3451, 0.2408, 0.5789], [-0.0650, 0.9374, 0.9807], [-0.5324, 0.5600, -0.6147], [-0.7490, 1.9643, 0.8895], [-0.0497, -0.6276, -0.7626], [0.7467, -0.6120, -0.1298], [-0.1165, 0.5409, -0.4177], [0.4123, 0.2368, -0.4156], [0.3172, -0.7017, 0.5513], [0.5975, -0.2314, -0.2124], [-0.0822, -0.9717, -1.0101], [-0.0628, -0.5852, -0.0170], [0.5515, 0.7266, 0.2717], [0.2853, -0.6954, -0.2212], [-1.0209, -0.9618, -0.3371], [1.0130, 0.7779, -0.6980], [0.4647, 0.0984, -0.9920], [-0.5113, 0.7365, 0.7573], [-0.1104, 0.3068, 0.8261], [-0.1891, -0.6229, 0.0701], [-0.3059, 0.0680, 0.0291], [-0.0882, -0.9632, 0.5415], [-0.4132, 0.4621, 0.2983], [0.2925, 0.1184, 0.0009], [-0.3389, -0.2383, 0.3046], [0.3987, 0.1813, -0.9108], [-1.1266, -0.0773, -0.2806], [1.3169, -0.2188, -0.6142], [-0.1359, -0.2109, -0.2755], [-0.4227, -0.3559, 0.6588], [-1.7048, 0.5444, -0.7544], [2.2995, 1.2694, 1.5951], [0.5626, -0.0059, -0.3235], [-0.0667, 0.0489, 0.1821], [1.2787, -0.3453, 0.1134], [0.1804, 0.4190, 1.2847], [0.0815, -0.4254, -0.4325], [-0.8365, -0.3757, 0.0018], [-0.5334, -0.7567, -0.6692], [-0.8908, 0.4896, -0.3851], [0.2524, 0.2684, 0.5810], [-0.2067, -0.6819, 0.3106], [0.0805, 0.4109, -0.2209], [-0.2180, -0.8849, 0.5143], [-0.8887, -0.1906, -0.6529], [0.7017, 1.2202, -1.5247], [-0.0785, -0.0995, -0.4307], [-0.1503, -0.1516, -0.3395], [0.5739, 0.7458, -0.1402], [0.4616, -0.0618, 0.8783], [-0.4011, -0.0028, 0.0067], [-0.1029, -0.2466, 0.1067], [0.0220, -0.3252, 0.3348], [0.2644, -0.1430, 0.4209], [-0.3542, 0.6381, -0.1475], [-1.2061, 0.6081, -1.1295], [1.3253, -0.6212, 0.5383], [2.7054, 1.1224, -0.7209], [0.4217, 0.5112, 0.5939], [0.1683, -1.7955, 1.3407], [-0.5180, -0.9081, -0.9423], [-2.1377, 0.0837, 0.5702], [0.0631, 0.3012, -0.0014], [-0.0974, -0.2911, 0.1900], [-0.4513, -0.1143, -0.1692], [-0.5482, -0.1892, -0.1889], [-0.1087, 0.5366, 0.1629], [0.6292, 0.0583, -0.0133], [-1.4391, 0.3260, 0.1369], [1.4130, -1.4887, -0.2880], [-0.4780, 1.4748, 0.4195], [1.1576, 0.1910, 0.4467], [1.1572, 0.6222, -0.2839], [-0.6027, 0.3894, -0.7235], [0.1537, 0.2914, 0.1716], [-0.4927, -0.9598, 0.0364], [0.1445, 0.1724, 0.3925], [-0.6124, -0.9331, -0.1626], [-0.9146, 0.4412, -0.2364], [0.3013, -0.1939, 0.1697], [0.3039, -0.2328, 0.1180], [0.0335, 0.1460, -0.1265], [0.0866, 0.1004, -0.8543], [-0.3783, -0.5565, 1.5665], [-0.1557, 0.8267, -0.2561], [-1.1034, 1.0167, 1.2060], [0.9624, -1.5364, -1.7447], [0.4425, 0.4105, 1.3402], [0.2588, -0.5193, 0.1311], [0.6329, 0.0147, 0.4356], [0.0840, 0.3867, -0.3823], [-0.2561, 0.6960, 0.2310], [-0.3537, -0.3606, 0.2654], [0.2455, -0.4012, -0.5563], [-0.3693, 0.2089, -0.5843], [-0.0877, -0.2105, -0.6335], [-0.6009, -0.1266, -0.5214], [0.6124, -0.1925, 0.8734], [-0.2848, -0.4005, 0.1264], [-0.8401, 0.3331, 0.8061], [0.4391, 0.4152, 0.3277], [0.0927, 0.6186, -0.2539], [1.1828, -0.4409, -0.4158], [0.2920, 1.0157, -0.2719], [-0.4751, -0.9982, -0.7687], [-0.3834, -0.1278, 0.0014], [-0.3528, 1.2768, -0.1545], [1.8937, -0.7944, 2.3081], [-1.3536, -1.2471, -1.0134], [0.2890, 1.1248, -1.3770], [0.3826, -0.1602, 0.1884], [0.0838, -0.4893, -0.0258], [-0.3485, -0.6156, 0.1641], [0.5353, 0.5148, 0.9814], [-0.6302, 0.9474, 0.2685], [-0.6753, -0.7323, -1.1032], [0.6451, -0.6848, 1.1856], [-0.3964, 2.8843, -0.3461], [0.7735, -0.4312, -0.7279], [-0.9326, -0.8632, 2.4065], [-0.8170, 0.1264, 0.2720], [0.6439, -0.0821, -0.0196], [-0.0677, -0.4079, -0.8255], [-0.9575, 0.0458, -0.4649], [1.3609, -0.5119, -0.7900], [-0.2086, -0.2590, -0.8409]], "lowdin_charge": [0.082, -0.491, -0.029, -0.219, -0.050, 0.034, 0.102, 0.119, 0.055, 0.084, 0.074, 0.090, 0.098, 0.067, 0.109, -0.598, 0.000, -0.192, -0.047, 0.039, 0.113, 0.113, 0.079, 0.067, 0.054, 0.100, 0.087, 0.093, 0.104, -0.547, -0.031, -0.201, -0.030, 0.033, 0.112, 0.080, 0.104, 0.058, 0.053, 0.108, 0.072, 0.079, 0.062, -0.515, -0.004, -0.201, -0.060, 0.033, 0.129, 0.083, 0.054, 0.077, 0.084, 0.108, 0.075, 0.094, 0.106, -0.563, -0.048, -0.188, -0.063, 0.043, 0.131, 0.127, 0.062, 0.048, 0.083, 0.087, 0.052, 0.083, 0.093, -0.553, -0.015, -0.177, -0.076, 0.012, 0.131, 0.110, 0.066, 0.076, 0.057, 0.069, 0.111, 0.102, 0.057, -0.554, -0.013, -0.192, -0.078, 0.015, 0.117, 0.103, 0.056, 0.096, 0.085, 0.062, 0.094, 0.033, 0.062, -0.518, -0.019, -0.191, -0.051, 0.032, 0.139, 0.092, 0.084, 0.039, 0.071, 0.098, 0.078, 0.104, 0.098, -0.548, -0.016, -0.220, -0.068, 0.019, 0.112, 0.067, 0.057, 0.106, 0.045, 0.085, 0.078, 0.087, 0.078, -0.530, -0.018, -0.208, -0.060, 0.032, 0.129, 0.102, 0.049, 0.077, 0.094, 0.103, 0.040, 0.104, -0.241, 0.816, -0.589, -0.221, 0.026, 0.051, 0.067, 0.068, 0.034, 0.026, -0.262, 0.907, -0.560, -0.126, 0.042, 0.032, 0.037, 0.014, 0.046, 0.007, -0.307, 0.824, -0.561, -0.178, 0.051, 0.033, 0.067, 0.034, -0.003, 0.063], "homo_lumo_gap_ev": 9.18, "e_tot_ha": -4736.573329, "e_homo_ev": -8.81, "de_lowest_kj_mol": 0.0, "lumo_ev": 0.4}